No. 1
5
Properties=species:S:1:pos:R:3:nbo_charge:R:1 method="wB97M-V/def2-TZVPD" orbital_gap_ev="8.1 / 8.1" homo_energy_ev="-10.324 / -10.325" de_lowest_kj_mol=326.8
C -0.8399 -0.0470 -0.2525 0.72
N 0.3856 -0.1358 0.0827 0.25
O -1.9125 0.1768 0.1344 -0.37
O 0.9584 -1.1760 0.0087 -0.25
F 1.4083 1.1820 0.0266 -0.36


No. 2
22
Properties=species:S:1:pos:R:3:nbo_charge:R:1 method="wB97M-V/def2-TZVPD" orbital_gap_ev=6.6 homo_energy_ev=-2.987 de_lowest_kj_mol=266.0 smiles="CC(=C=O)[C@@]1([O-])[C@H](O)C1(C)C" total_charge=-1
C -1.4926 2.3392 0.4678 -0.61
C -0.5506 1.2559 0.8515 -0.30
C -0.4859 0.9242 2.1301 0.64
O -0.4289 0.1954 3.1204 -0.56
C 0.4695 0.7408 -0.0776 0.28
O 0.8179 1.6245 -0.9942 -0.88
C 1.5369 -0.3172 0.2379 0.03
O 2.6492 -0.1623 -0.7193 -0.76
C 0.3131 -0.8395 -0.3924 -0.15
C -0.6921 -1.6595 0.4666 -0.61
C 0.3349 -1.4060 -1.8024 -0.60
H -1.1787 3.2995 0.9257 0.21
H -2.5342 2.1646 0.7477 0.19
H -1.4846 2.4785 -0.6772 0.25
H 1.9451 -0.7391 1.1825 0.16
H 2.2854 0.6347 -1.1206 0.49
H -0.8745 -2.6049 -0.0456 0.20
H -1.5724 -1.1178 0.8526 0.22
H -0.0846 -1.9996 1.4395 0.19
H 0.9398 -0.7699 -2.5013 0.23
H -0.6585 -1.5865 -2.2960 0.19
H 0.7458 -2.4550 -1.7957 0.18


Copy entry 2 word for word.
22
Properties=species:S:1:pos:R:3:nbo_charge:R:1 method="wB97M-V/def2-TZVPD" orbital_gap_ev=6.6 homo_energy_ev=-2.987 de_lowest_kj_mol=266.0 smiles="CC(=C=O)[C@@]1([O-])[C@H](O)C1(C)C" total_charge=-1
C -1.4926 2.3392 0.4678 -0.61
C -0.5506 1.2559 0.8515 -0.30
C -0.4859 0.9242 2.1301 0.64
O -0.4289 0.1954 3.1204 -0.56
C 0.4695 0.7408 -0.0776 0.28
O 0.8179 1.6245 -0.9942 -0.88
C 1.5369 -0.3172 0.2379 0.03
O 2.6492 -0.1623 -0.7193 -0.76
C 0.3131 -0.8395 -0.3924 -0.15
C -0.6921 -1.6595 0.4666 -0.61
C 0.3349 -1.4060 -1.8024 -0.60
H -1.1787 3.2995 0.9257 0.21
H -2.5342 2.1646 0.7477 0.19
H -1.4846 2.4785 -0.6772 0.25
H 1.9451 -0.7391 1.1825 0.16
H 2.2854 0.6347 -1.1206 0.49
H -0.8745 -2.6049 -0.0456 0.20
H -1.5724 -1.1178 0.8526 0.22
H -0.0846 -1.9996 1.4395 0.19
H 0.9398 -0.7699 -2.5013 0.23
H -0.6585 -1.5865 -2.2960 0.19
H 0.7458 -2.4550 -1.7957 0.18